Computed, not measured: a structure of composition C3H4DyO3 at a distorted geometry, with ωB97M-V/def2-TZVPD.

Output
HOMO energy (alpha / beta) = -6.663 / -6.323 eV
Frontier orbital gap (alpha / beta) = 5.45 / 3.80 eV
Energy above the lowest of the compared OMol25 structures with the same formula, charge and spin = 67.9 kcal per mole
Multiplicity = 7

CARTESIAN COORDINATES (ANGSTROEM)
H -1.72 -0.53 0.41
O 1.97 -1.39 1.38
O -0.97 1.38 0.78
C -1.31 0.39 -0.09
C -0.18 -0.10 -1.00
O 0.66 -1.06 -0.36
C 1.61 -0.60 0.47
H -2.12 0.71 -0.81
H 0.43 0.76 -1.31
H -0.60 -0.59 -1.89
Dy 2.23 1.03 2.44

=====

Computed, not measured: a cluster of 3 separate species, C23H38F7N2O5P in total at a distorted geometry, with ωB97M-V/def2-TZVPD.

Output
HOMO energy (alpha / beta) = -8.061 / -9.187 eV
Frontier orbital gap (alpha / beta) = 7.21 / 8.34 eV
Multiplicity = 3

CARTESIAN COORDINATES (ANGSTROEM)
O 3.50 0.00 1.68
C 4.16 0.97 1.81
O 4.34 1.90 0.84
C 4.78 1.34 3.19
F 5.28 2.59 3.19
F 3.78 1.26 4.10
C 5.90 0.38 3.68
F 6.24 0.75 4.93
F 5.41 -0.88 3.72
C 7.19 0.38 2.81
F 6.81 0.57 1.50
F 7.98 1.42 3.16
C 7.97 -0.95 2.96
O 8.42 -1.22 4.04
P 8.24 -2.20 1.58
F 8.28 -1.23 0.29
H 5.28 1.95 0.60
H 6.86 -2.52 1.53
C -2.85 1.05 2.17
C -2.44 2.43 1.61
C -2.01 2.31 0.14
C -0.64 1.67 -0.06
C 0.42 2.36 0.79
C 0.05 2.42 2.27
N -1.32 3.02 2.41
O -1.29 4.31 2.35
C 0.12 1.02 2.90
C 1.04 3.29 3.03
C -3.65 3.35 1.72
H -2.68 0.98 3.24
H -3.92 0.89 2.00
H -2.34 0.22 1.68
H -2.00 3.32 -0.30
H -2.78 1.75 -0.39
H -0.68 0.60 0.17
H -0.37 1.74 -1.11
H 1.38 1.85 0.69
H 0.56 3.38 0.42
H -0.25 1.04 3.93
H 1.16 0.69 2.93
H -0.43 0.26 2.36
H 1.13 4.28 2.60
H 2.02 2.82 3.00
H 0.75 3.40 4.08
H -3.93 3.50 2.76
H -4.48 2.89 1.20
H -3.46 4.32 1.28
C -4.53 -1.93 -2.34
C -3.00 -1.84 -2.15
C -2.43 -0.65 -2.93
C -2.37 -0.87 -4.44
C -1.64 -2.18 -4.77
C -2.24 -3.39 -4.05
N -2.32 -3.10 -2.59
O -1.20 -3.28 -1.99
C -3.62 -3.74 -4.64
C -1.36 -4.61 -4.25
C -2.74 -1.64 -0.66
H -4.88 -2.96 -2.24
H -5.04 -1.34 -1.57
H -4.87 -1.54 -3.30
H -1.42 -0.44 -2.56
H -3.04 0.23 -2.71
H -3.37 -0.87 -4.87
H -1.84 -0.04 -4.90
H -1.66 -2.37 -5.84
H -0.59 -2.08 -4.48
H -4.10 -4.53 -4.06
H -3.49 -4.10 -5.66
H -4.30 -2.90 -4.69
H -0.33 -4.43 -3.94
H -1.35 -4.88 -5.31
H -1.74 -5.47 -3.69
H -3.08 -2.50 -0.08
H -3.29 -0.76 -0.33
H -1.68 -1.48 -0.45

=====

Computed, not measured: the ion C3H2NOS with charge -1 at a distorted geometry, with ωB97M-V/def2-TZVPD.

Output
HOMO energy = -2.561 eV
Frontier orbital gap = 6.68 eV
Energy above the lowest of the compared OMol25 structures with the same formula, charge and spin = 24.9 kcal per mole
Charge = -1
SMILES string = [S-]c1cnoc1

CARTESIAN COORDINATES (ANGSTROEM)
C 0.23 0.80 -0.70
C -0.58 -0.70 0.67
C 0.63 -0.36 0.11
N -1.00 1.11 -0.52
O -1.51 0.23 0.39
S 2.25 -0.95 0.36
H 0.70 1.47 -1.45
H -0.72 -1.60 1.14

=====

Computed, not measured: a structure of composition C4H7ClO at a distorted geometry, with ωB97M-V/def2-TZVPD.

Output
HOMO energy = -10.084 eV
Frontier orbital gap = 10.46 eV
Energy above the lowest of the compared OMol25 structures with the same formula, charge and spin = 92.2 kcal per mole

CARTESIAN COORDINATES (ANGSTROEM)
C 0.05 -0.08 -0.31
C 1.38 -0.03 0.18
C -0.83 -1.15 0.12
C -1.22 0.34 0.34
H -0.42 1.46 -1.49
H 2.21 -0.18 -0.61
H 1.72 -0.47 1.14
H -0.31 -1.80 0.84
H -1.41 -1.81 -0.55
H -1.83 0.89 -0.26
H -1.25 0.84 1.32
O 0.20 0.31 -1.60
Cl 1.70 1.68 0.88

=====

Computed, not measured: a structure of composition C6H7LiO6Tl at a distorted geometry, with ωB97M-V/def2-TZVPD.

Output
HOMO energy = -12.494 eV
Frontier orbital gap = 8.69 eV
Energy above the lowest of the compared OMol25 structures with the same formula, charge and spin = 76.4 kcal per mole
Charge = +1

CARTESIAN COORDINATES (ANGSTROEM)
Tl -3.22 1.49 -1.66
O -1.74 1.60 0.03
O -1.41 -0.58 0.96
C -2.17 -1.70 0.51
C -1.91 -1.70 -0.99
O -1.78 -0.30 -1.26
C -1.32 0.33 -0.07
H -1.81 -2.60 1.01
H -3.24 -1.55 0.73
H -2.75 -2.07 -1.59
H -0.96 -2.20 -1.25
Li 5.56 0.72 1.27
O 4.44 1.73 -0.04
O 2.27 1.20 -0.22
C 1.18 0.63 0.33
C -0.06 1.15 -0.23
O 3.58 0.28 1.41
C 3.51 1.05 0.44
H 1.33 -0.41 0.64
H 0.10 1.60 -1.22
H 0.40 1.32 1.19

=====

Computed, not measured: an isolated molecule of C2H3N3 at a distorted geometry, with ωB97M-V/def2-TZVPD.

Output
HOMO energy = -9.681 eV
Frontier orbital gap = 10.68 eV
Energy above the lowest of the compared OMol25 structures with the same formula, charge and spin = 53.1 kcal per mole
SMILES string = c1nnc[nH]1

CARTESIAN COORDINATES (ANGSTROEM)
C 0.43 1.10 -0.22
C 1.04 -1.11 0.20
N 1.71 0.93 -0.14
N 2.00 -0.34 0.18
N -0.32 0.04 -0.01
H 0.06 2.02 -0.46
H 0.86 -2.17 0.12
H -1.15 -0.01 0.51

=====

Computed, not measured: a structure of composition C5H9NO at a distorted geometry, with ωB97M-V/def2-TZVPD.

Output
HOMO energy = -9.650 eV
Frontier orbital gap = 10.36 eV
Energy above the lowest of the compared OMol25 structures with the same formula, charge and spin = 131.6 kcal per mole

CARTESIAN COORDINATES (ANGSTROEM)
C -2.38 0.02 0.29
C -1.10 -0.25 -0.28
C 0.05 0.74 -0.46
C 1.41 0.50 -0.22
C 2.13 -0.35 0.68
H -2.65 -1.22 0.89
H -3.32 0.22 -0.51
H -2.31 0.81 1.14
H -0.10 1.14 -1.60
H -0.27 1.75 -0.06
H 1.86 1.29 -0.88
H 1.31 -0.62 1.53
H 3.15 -0.33 1.01
H 1.16 -1.41 -0.44
N 2.03 -0.88 -0.62
O -0.97 -1.40 -0.48

=====

Computed, not measured: a cluster of 11 separate species, C6H38BNO11 in total at a distorted geometry, with ωB97M-V/def2-TZVPD.

Output
HOMO energy = -10.254 eV
Frontier orbital gap = 9.99 eV
Energy above the lowest of the compared OMol25 structures with the same formula, charge and spin = 42.9 kcal per mole

CARTESIAN COORDINATES (ANGSTROEM)
C 18.75 3.84 38.15
O 19.70 4.72 37.67
C 20.58 4.22 36.68
C 21.62 5.30 36.45
N 22.53 4.96 35.24
H 23.27 4.23 35.61
H 22.04 4.43 34.59
C 23.18 6.02 34.47
C 22.44 6.58 33.24
O 23.32 7.69 32.86
C 22.98 8.18 31.52
H 18.42 4.05 39.16
H 19.43 3.02 38.29
H 17.89 3.62 37.41
H 20.01 3.99 35.72
H 21.22 3.18 36.82
H 22.07 5.43 37.31
H 21.20 6.34 36.14
H 23.77 5.49 33.84
H 23.55 6.83 34.99
H 21.36 6.71 33.40
H 22.40 5.88 32.45
H 22.77 7.40 30.83
H 23.50 9.00 31.17
H 21.93 8.88 31.44
B 21.94 2.68 33.17
H 21.79 1.85 32.27
H 22.13 2.08 34.27
H 22.80 3.30 32.76
H 20.86 3.29 33.18
O 22.51 -0.79 31.20
H 21.45 -0.70 31.46
H 22.53 -1.75 31.11
O 25.96 2.54 33.60
H 26.06 1.68 33.97
H 25.33 2.70 32.91
O 22.79 -0.19 36.02
H 22.58 0.56 35.55
H 23.51 -0.72 35.82
O 23.78 2.03 30.21
H 23.24 1.41 29.73
H 23.17 2.16 30.97
O 17.75 3.51 32.31
H 17.28 4.47 32.21
H 18.46 3.70 32.94
O 18.96 1.54 34.65
H 19.72 1.92 34.26
H 18.91 1.51 35.50
O 24.72 0.46 33.69
H 25.17 0.24 32.92
H 23.92 1.11 33.52
O 20.98 3.59 29.74
H 21.06 3.16 30.61
H 20.69 4.40 29.96
O 19.75 -0.48 32.58
H 19.90 0.57 32.62
H 19.70 -0.74 33.60

=====

Computed, not measured: an isolated molecule of C2H4N2OS at a distorted geometry, with ωB97M-V/def2-TZVPD.

Output
HOMO energy = -9.429 eV
Frontier orbital gap = 9.01 eV
Energy above the lowest of the compared OMol25 structures with the same formula, charge and spin = 136.6 kcal per mole
SMILES string = [H]/N=C\NOC=S

CARTESIAN COORDINATES (ANGSTROEM)
C -1.46 0.15 -0.17
C 1.77 0.69 -0.19
H -2.12 -1.64 0.60
H -1.26 1.21 -0.94
H 0.16 -1.14 0.30
H 2.49 1.54 -0.39
N -2.42 -0.73 -0.22
N -0.33 -0.22 0.64
O 0.62 0.96 0.40
S 2.55 -0.81 -0.03

=====

Computed, not measured: a structure of composition C29H22Cl5CuN6O3S3 at a distorted geometry, with ωB97M-V/def2-TZVPD.

Output
HOMO energy (alpha / beta) = -10.558 / -10.555 eV
Frontier orbital gap (alpha / beta) = 7.39 / 6.81 eV
Energy above the lowest of the compared OMol25 structures with the same formula, charge and spin = 0.0 kcal per mole
Charge = +1
Multiplicity = 2

CARTESIAN COORDINATES (ANGSTROEM)
Cu 1.24 -0.37 -1.91
Cl 7.23 4.07 -1.95
C 6.03 2.88 -2.06
C 6.48 1.52 -2.11
C 5.55 0.48 -2.19
Cl 6.14 -1.13 -2.21
C 4.14 0.72 -2.24
O 3.30 -0.30 -2.20
C 3.71 2.10 -2.25
C 2.35 2.45 -2.27
O 1.33 1.68 -2.33
C 4.68 3.16 -2.19
H 7.53 1.31 -2.14
H 2.16 3.54 -2.37
H 4.29 4.17 -2.13
N -1.49 1.61 -2.39
C -1.71 0.32 -2.47
N -0.73 -0.58 -2.43
C -1.22 -1.89 -2.48
C -2.58 -1.97 -2.59
S -3.32 -0.43 -2.62
C -0.22 -2.91 -2.37
C -0.33 -4.24 -2.14
S 1.23 -4.96 -1.96
C 1.97 -3.36 -2.18
N 1.07 -2.38 -2.40
N 3.28 -3.15 -2.17
H -0.53 1.92 -2.39
H -2.25 2.29 -2.41
H -3.18 -2.87 -2.67
H -1.24 -4.79 -1.95
H 3.95 -3.88 -2.21
H 3.60 -2.18 -2.25
Cl -5.41 -3.34 -0.86
C -4.45 -2.59 0.32
C -4.35 -1.20 0.45
C -3.46 -0.63 1.38
C -2.63 -1.42 2.22
C -1.75 -0.73 3.26
C -0.22 -1.08 3.22
N 0.56 -0.54 2.14
C 1.62 0.36 2.24
C 2.13 0.48 0.97
N 1.37 -0.32 0.10
C 0.41 -0.89 0.82
O -2.08 0.66 3.43
C -1.34 1.72 2.79
C -2.17 2.97 2.75
C -1.67 4.20 2.31
Cl -0.17 4.48 1.57
S -2.81 5.50 2.51
C -4.01 4.44 3.11
C -3.56 3.14 3.18
C -2.77 -2.84 2.10
Cl -1.98 -4.01 3.06
C -3.65 -3.38 1.16
H -4.99 -0.54 -0.16
H -3.42 0.46 1.49
H -2.06 -1.17 4.22
H -0.05 -2.17 3.27
H 0.16 -0.68 4.17
H 1.93 0.87 3.13
H 2.97 1.05 0.63
H -0.35 -1.62 0.50
H -1.02 1.45 1.78
H -0.40 1.93 3.35
H -5.00 4.77 3.35
H -4.14 2.31 3.56
H -3.71 -4.47 1.10

=====

Computed, not measured: an isolated molecule of C6H6O at a distorted geometry, with ωB97M-V/def2-TZVPD.

Output
HOMO energy = -9.998 eV
Frontier orbital gap = 10.78 eV
Energy above the lowest of the compared OMol25 structures with the same formula, charge and spin = 101.0 kcal per mole
SMILES string = C#CC(C#C)CO

CARTESIAN COORDINATES (ANGSTROEM)
O 1.99 -1.07 -0.23
C 1.36 0.06 0.33
C -0.10 0.18 -0.19
C -0.92 -1.06 -0.03
C -1.47 -2.02 -0.53
C -0.75 1.43 0.26
C -1.24 2.48 0.59
H 1.43 -1.83 -0.01
H 1.43 0.05 1.43
H 1.93 0.94 -0.01
H -0.04 0.17 -1.27
H -1.91 -2.76 -1.17
H -1.71 3.41 0.85

=====

Computed, not measured: a cluster of 2 separate species, C35H35N3O2S in total at a distorted geometry, with ωB97M-V/def2-TZVPD.

Output
HOMO energy = -5.523 eV
Frontier orbital gap = 3.65 eV
Energy above the lowest of the compared OMol25 structures with the same formula, charge and spin = 0.0 kcal per mole

CARTESIAN COORDINATES (ANGSTROEM)
C -5.37 2.54 3.38
C -4.83 1.27 3.17
C -3.48 1.12 2.83
C -2.64 2.26 2.71
C -1.21 2.10 2.56
C -0.59 0.86 2.61
N 0.01 -0.16 2.70
S -0.23 3.55 3.00
C 1.45 2.91 3.11
C 2.11 2.83 4.34
C 3.45 2.43 4.37
C 4.14 2.16 3.18
C 3.48 2.32 1.95
C 2.12 2.65 1.92
O -0.23 4.46 1.88
O -0.58 4.00 4.33
C -3.24 3.54 2.82
C -4.57 3.68 3.18
H -6.41 2.65 3.69
H -5.45 0.38 3.29
H -3.04 0.13 2.71
H 1.57 3.07 5.25
H 3.97 2.33 5.32
H 5.18 1.84 3.19
H 4.01 2.21 1.01
H 1.60 2.72 0.97
H -2.67 4.45 2.63
H -4.99 4.67 3.32
C 4.18 1.47 -4.55
N 4.52 0.87 -3.28
C 5.77 1.34 -2.72
C 6.25 0.47 -1.57
C 5.14 0.19 -0.55
C 3.80 -0.03 -1.16
C 3.63 0.14 -2.57
C 2.48 -0.42 -3.18
C 1.44 -0.87 -2.40
C 1.46 -0.74 -0.97
C 0.35 -1.05 -0.17
C -0.91 -1.51 -0.64
C -1.59 -2.52 0.08
C -2.65 -3.22 -0.47
C -3.18 -2.81 -1.73
N -4.25 -3.47 -2.26
C -4.91 -2.95 -3.43
C -5.02 -4.43 -1.50
C -4.14 -5.28 -0.59
C -3.19 -4.42 0.24
C -2.59 -1.71 -2.40
C -1.51 -1.05 -1.86
C 2.70 -0.34 -0.38
H 3.14 1.24 -4.82
H 4.29 2.56 -4.51
H 4.84 1.09 -5.35
H 6.51 1.33 -3.53
H 5.67 2.39 -2.40
H 6.63 -0.47 -1.96
H 7.07 0.99 -1.07
H 5.43 -0.70 0.03
H 5.10 1.01 0.18
H 2.41 -0.51 -4.26
H 0.58 -1.32 -2.89
H 0.54 -1.15 0.90
H -1.19 -2.81 1.06
H -4.22 -2.87 -4.28
H -5.71 -3.64 -3.71
H -5.34 -1.95 -3.25
H -5.78 -3.91 -0.89
H -5.55 -5.06 -2.22
H -4.79 -5.85 0.08
H -3.56 -5.98 -1.20
H -2.35 -5.04 0.58
H -3.71 -4.09 1.15
H -3.00 -1.39 -3.36
H -1.08 -0.20 -2.38
H 2.77 -0.31 0.71